[1]
A molecular structure, C56H52Cl2F10N3O30P at a distorted geometry. Source: the OMol25 dataset; level of theory: ωB97M-V/def2-TZVPD.

Last column: Mulliken charge in e.
Cartesian coordinates (Å):
C 4.005 4.943 2.697  -0.84
N 4.537 4.797 1.337  -0.12
C 3.503 4.487 0.352  -1.46
C 2.866 3.109 0.618  0.85
C 1.571 3.046 1.157  0.52
C 0.725 4.254 1.530  -0.59
C -0.756 4.042 1.143  -0.26
C -1.677 5.118 1.782  -0.94
C -2.067 4.706 3.234  -0.69
N -3.007 3.598 3.219  0.30
C -4.276 3.535 2.714  -0.80
C -4.774 2.278 2.888  -0.15
C -3.758 1.489 3.570  -0.37
C -2.736 2.374 3.739  -0.68
C 1.035 1.777 1.373  -1.45
C 1.732 0.638 1.035  0.64
C 1.051 -0.679 1.299  0.61
C 1.025 -1.167 2.598  -0.26
C 0.463 -2.379 2.963  -1.58
C -0.104 -3.102 1.897  -0.66
C -0.057 -2.509 0.649  -1.39
N 0.485 -1.352 0.301  0.72
C 2.989 0.703 0.477  0.17
C 3.580 1.961 0.282  0.50
C 4.990 1.939 -0.305  -1.06
O 5.886 2.628 0.114  -0.44
C 5.172 0.917 -1.440  0.34
C 4.567 -0.321 -1.234  0.37
C 4.693 -1.288 -2.213  0.11
F 4.115 -2.478 -2.049  -0.22
C 5.387 -1.022 -3.364  -0.82
C 5.963 0.207 -3.587  0.51
Cl 6.792 0.537 -5.086  -0.18
C 5.883 1.206 -2.606  0.19
P 6.634 2.924 -2.744  0.18
O 8.047 2.782 -3.580  -0.34
Cl 5.230 3.970 -3.899  -0.30
C 3.772 -0.525 0.050  -0.16
O 3.744 -1.579 0.647  -0.60
H 4.865 5.039 3.376  0.33
H 3.447 4.057 3.031  0.23
H 3.343 5.825 2.792  0.27
H 4.962 5.691 1.110  0.30
H 2.748 5.278 0.217  0.52
H 4.012 4.383 -0.623  0.32
H 1.050 5.193 1.075  0.18
H 0.776 4.368 2.628  0.28
H -1.122 3.062 1.471  -0.11
H -0.914 4.129 0.058  0.38
H -1.218 6.118 1.775  0.41
H -2.604 5.144 1.190  0.46
H -1.176 4.308 3.739  0.30
H -2.479 5.554 3.798  0.35
H -4.708 4.418 2.252  0.38
H -5.765 1.955 2.585  0.39
H -3.805 0.453 3.908  0.52
H -1.811 2.079 4.236  0.39
H 0.041 1.675 1.806  0.77
H 1.499 -0.563 3.377  0.60
H 0.451 -2.742 3.987  0.50
H -0.555 -4.079 2.068  0.95
H -0.533 -3.071 -0.165  1.00
H 5.493 -1.772 -4.149  0.45
H 7.924 3.157 -4.476  0.33
C -5.152 -3.664 2.026  0.32
C -4.506 -2.791 0.991  0.22
O -4.111 -1.653 1.735  -0.15
C -3.871 -2.095 2.999  0.70
O -3.258 -1.474 3.803  -0.64
O -4.395 -3.327 3.201  -0.41
F -5.404 -2.401 0.045  -0.26
H -6.208 -3.420 2.180  -0.34
H -5.067 -4.724 1.795  0.36
H -3.633 -3.228 0.509  0.28
C -9.378 -0.456 1.539  -0.35
C -7.954 -0.138 1.905  0.56
O -7.589 -1.249 2.711  -0.34
C -8.336 -2.297 2.270  0.64
O -8.103 -3.437 2.528  -0.61
O -9.363 -1.887 1.497  -0.31
F -7.875 0.992 2.650  -0.36
H -10.086 -0.125 2.292  0.07
H -9.665 -0.039 0.577  0.43
H -7.271 -0.063 1.057  0.26
C 7.522 7.535 -4.029  -0.49
C 7.795 7.980 -5.441  0.29
O 8.452 6.851 -5.996  -0.31
C 7.979 5.770 -5.327  0.66
O 8.109 4.643 -5.700  -0.62
O 7.341 6.125 -4.193  -0.19
F 8.634 9.039 -5.475  -0.28
H 8.368 7.718 -3.364  0.30
H 6.634 7.998 -3.605  0.28
H 6.901 8.206 -6.026  0.28
C 2.808 -6.566 0.403  -0.44
C 1.639 -6.055 -0.393  0.77
O 0.529 -6.627 0.283  -0.37
C 0.910 -6.774 1.586  0.82
O 0.158 -6.968 2.484  -0.56
O 2.250 -6.659 1.724  -0.37
F 1.663 -6.521 -1.669  -0.34
H 3.143 -7.563 0.079  0.29
H 3.658 -5.888 0.384  0.35
H 1.537 -4.967 -0.407  -0.02
C -14.554 1.542 3.036  -0.46
C -13.273 2.328 3.137  0.30
O -12.295 1.309 3.258  -0.27
C -12.794 0.218 2.605  0.65
O -12.144 -0.719 2.278  -0.47
O -14.123 0.350 2.374  -0.33
F -13.248 3.096 4.252  -0.27
H -14.962 1.287 4.015  0.29
H -15.319 2.056 2.459  0.27
H -13.051 2.945 2.265  0.30
C 5.134 -11.522 1.969  -0.48
C 3.637 -11.363 2.002  0.29
O 3.466 -9.993 1.680  -0.23
C 4.525 -9.648 0.898  0.66
O 4.572 -8.663 0.234  -0.55
O 5.512 -10.572 0.968  -0.35
F 3.142 -11.589 3.240  -0.27
H 5.600 -11.256 2.918  0.29
H 5.445 -12.527 1.693  0.27
H 3.099 -11.977 1.277  0.28
C 11.347 4.090 -5.224  -0.15
C 12.497 4.423 -6.137  0.30
O 12.691 5.805 -5.899  -0.32
C 12.288 6.036 -4.613  0.67
O 12.549 7.011 -3.994  -0.52
O 11.554 4.997 -4.137  -0.31
F 12.165 4.245 -7.440  -0.29
H 10.380 4.290 -5.684  0.08
H 11.367 3.057 -4.883  0.29
H 13.419 3.881 -5.920  0.29
C 0.064 -1.314 -1.571  -0.07
C -1.026 -0.297 -1.781  0.47
O -2.142 -1.105 -2.128  -0.37
C -1.950 -2.302 -1.511  0.62
O -2.794 -3.124 -1.350  -0.60
O -0.673 -2.439 -1.085  -0.10
F -0.742 0.530 -2.817  -0.33
H 0.566 -1.582 -2.502  0.48
H 0.810 -0.992 -0.846  -0.53
H -1.268 0.296 -0.897  0.23
C -7.642 -3.761 -2.596  -0.29
C -8.352 -3.098 -1.447  0.43
O -9.684 -3.003 -1.913  -0.31
C -9.864 -4.048 -2.776  0.52
O -10.918 -4.434 -3.150  -0.50
O -8.671 -4.588 -3.144  -0.34
F -7.876 -1.844 -1.227  -0.31
H -7.312 -3.044 -3.350  0.27
H -6.788 -4.355 -2.278  0.24
H -8.330 -3.666 -0.514  0.27

- HOMO-LUMO gap (eV) = 6.1
- LUMO energy (eV) = -0.91

=====

[2]
2 unconnected molecules or ions with the total composition C2H7N3S at a distorted geometry. Source: the OMol25 dataset; level of theory: ωB97M-V/def2-TZVPD.

Last column: natural (NBO) charge in e.
Cartesian coordinates (Å):
C -1.403 0.514 0.103  -0.44
C 0.852 1.218 0.396  -0.05
N 1.772 -2.356 -0.337  -0.59
N -0.033 0.306 0.116  -0.43
N 2.879 -1.755 -0.844  -0.30
S 3.910 -2.755 -1.526  0.09
H -1.689 1.512 0.118  0.18
H -1.729 0.062 -0.826  0.21
H -2.083 0.030 0.901  0.21
H 0.650 2.176 0.832  0.14
H 1.921 1.006 0.536  0.18
H 1.766 -3.383 -0.078  0.37
H 1.135 -1.669 0.215  0.42

- HOMO-LUMO gap (eV) = 8.1
- ΔE to the lowest compared entry with this formula, charge and spin (eV) = 3.211
- LUMO energy (eV) = -0.14